No. 1
DFT (ωB97M-V with the def2-TZVPD basis set) results for C34H41LuN10P as an isolated structure.

Geometry as ORCA input:
```
! RIJCOSX wB97M-V def2-TZVPD def2/J DEFGRID3
* xyz 1 1
Lu 0.506 -0.061 0.181
C -1.384 -3.767 1.384
C -1.834 -2.943 0.168
C -0.857 -2.895 -0.999
N 0.397 -2.231 -0.667
C 1.544 -2.874 -0.762
C 1.660 -4.289 -0.821
C 2.688 -5.125 -1.200
C 3.936 -4.825 -1.732
C 4.438 -3.549 -1.869
C 3.932 -2.341 -1.405
C 2.760 -2.013 -0.686
N 2.607 -0.851 -0.059
C 3.792 -0.009 0.124
C 3.784 0.838 1.395
C 2.724 1.940 1.466
N 1.433 1.307 1.658
C 0.694 1.464 2.745
C 0.723 2.647 3.513
C 0.021 3.049 4.632
C -0.879 2.353 5.424
C -1.215 1.022 5.269
C -0.835 0.104 4.301
C -0.077 0.226 3.120
N 0.121 -0.804 2.296
C 0.026 -2.163 2.830
C -1.279 -2.964 2.684
H -0.406 -4.217 1.194
H -2.072 -4.601 1.531
H -2.020 -1.920 0.490
H -2.794 -3.308 -0.208
H -1.321 -2.311 -1.807
H -0.697 -3.893 -1.411
H 0.764 -4.814 -0.520
H 2.456 -6.181 -1.114
H 4.550 -5.649 -2.070
H 5.397 -3.468 -2.371
H 4.576 -1.494 -1.603
H 3.918 0.656 -0.745
H 4.688 -0.633 0.164
H 4.771 1.301 1.476
H 3.660 0.185 2.262
H 2.755 2.520 0.536
H 2.978 2.620 2.284
H 1.389 3.404 3.118
H 0.218 4.071 4.939
H -1.320 2.883 6.258
H -1.881 0.619 6.025
H -1.239 -0.888 4.461
H 0.306 -2.129 3.887
H 0.814 -2.737 2.332
H -2.152 -2.312 2.797
H -1.316 -3.662 3.525
C -1.244 0.858 -5.442
N -0.413 0.451 -4.316
C 0.740 -0.276 -4.416
C 1.229 -0.398 -3.150
N 0.393 0.240 -2.275
C -0.594 0.742 -3.001
P -1.915 1.845 -2.438
C -2.586 0.988 -0.974
N -1.900 0.512 0.058
C -2.812 0.275 1.052
C -4.060 0.585 0.607
N -3.909 1.041 -0.673
C -5.000 1.530 -1.508
C -0.887 3.013 -1.504
N -0.002 2.666 -0.588
C 0.446 3.836 -0.044
C -0.169 4.895 -0.649
N -1.016 4.364 -1.579
C -1.916 5.123 -2.436
H -1.067 0.170 -6.264
H -2.293 0.812 -5.166
H -0.995 1.869 -5.761
H 1.103 -0.640 -5.361
H 2.110 -0.925 -2.825
H -2.516 -0.111 2.013
H -5.025 0.524 1.079
H -5.874 0.906 -1.340
H -5.239 2.563 -1.260
H -4.716 1.466 -2.554
H 1.166 3.858 0.753
H -0.079 5.957 -0.503
H -1.603 6.163 -2.425
H -1.866 4.753 -3.457
H -2.941 5.057 -2.076
*
```

Output
energy relative to the best compared isomer or geometry (same formula, charge and spin)	19.4	kJ/mol
gap between HOMO and LUMO	0.2523	Ha
E_LUMO	-2.193	eV
HOMO energy	-9.057	eV

No. 2
DFT (ωB97M-V with the def2-TZVPD basis set) results for a 2-piece molecular cluster, C34H41N2O5 overall.

Geometry as ORCA input:
```
! RIJCOSX wB97M-V def2-TZVPD def2/J DEFGRID3
* xyz -1 1
C 1.246 -0.080 -4.897
C -0.146 -0.716 -4.927
N -0.428 -1.611 -3.791
C -0.386 -3.054 -4.029
C -1.513 -3.530 -4.926
C -0.614 -1.153 -2.513
C -1.054 0.245 -2.429
C -2.452 0.475 -2.421
C -2.932 1.870 -2.714
C -2.299 2.690 -3.655
C -2.746 3.999 -3.871
C -3.813 4.506 -3.119
C -4.471 3.678 -2.193
C -4.078 2.350 -2.056
O -3.265 -0.439 -2.146
O -0.456 -1.913 -1.538
H 1.366 0.551 -5.785
H 1.398 0.554 -4.013
H 2.028 -0.850 -4.917
H -0.914 0.077 -4.951
H -0.267 -1.340 -5.822
H 0.594 -3.288 -4.471
H -0.462 -3.544 -3.054
H -1.476 -4.620 -5.002
H -2.475 -3.242 -4.487
H -1.428 -3.099 -5.927
H -0.315 1.045 -2.362
H -1.450 2.287 -4.212
H -2.252 4.622 -4.619
H -4.128 5.544 -3.239
H -5.294 4.055 -1.582
H -4.635 1.677 -1.402
C 5.096 -1.089 0.831
C 3.806 -1.692 0.260
C 3.705 -1.274 -1.208
C 3.911 -3.219 0.337
C 2.581 -1.215 1.075
C 1.468 -0.694 0.484
C 0.378 -0.152 1.228
C -0.754 0.409 0.586
C -1.550 1.419 1.189
C -1.000 2.343 2.144
C -1.800 3.236 2.824
C -3.185 3.268 2.552
N -4.041 4.025 3.394
O -5.271 4.045 3.161
O -3.528 4.636 4.362
C -3.737 2.455 1.538
C -2.942 1.545 0.883
C 0.417 -0.268 2.652
C 1.458 -0.833 3.326
C 1.441 -0.955 4.864
C 1.354 -2.434 5.256
C 0.240 -0.230 5.479
C 2.717 -0.347 5.455
C 2.570 -1.408 2.543
O 3.464 -2.081 3.108
H 5.233 -1.410 1.867
H 5.953 -1.423 0.234
H 5.040 0.005 0.797
H 2.866 -1.765 -1.718
H 3.596 -0.185 -1.294
H 4.626 -1.559 -1.732
H 3.012 -3.684 -0.085
H 4.789 -3.564 -0.222
H 4.010 -3.523 1.383
H 1.383 -0.659 -0.600
H -1.110 -0.066 -0.321
H 0.074 2.333 2.343
H -1.400 3.894 3.591
H -4.802 2.546 1.330
H -3.378 0.864 0.151
H -0.452 0.077 3.213
H 2.215 -2.975 4.852
H 1.345 -2.525 6.348
H 0.432 -2.874 4.857
H 0.213 0.828 5.188
H -0.707 -0.706 5.193
H 0.314 -0.274 6.571
H 2.785 0.712 5.180
H 2.688 -0.430 6.548
H 3.593 -0.878 5.073
*
```

Output
gap between HOMO and LUMO	0.1594	Ha
E_LUMO	0.453	eV
HOMO energy	-3.884	eV

No. 3
DFT (ωB97M-V with the def2-TZVPD basis set) results for C34H42BrF5N2SbSi3V as an isolated structure.

Geometry as ORCA input:
```
! RIJCOSX wB97M-V def2-TZVPD def2/J DEFGRID3
* xyz -1 2
V -0.455 1.056 1.109
C -1.533 1.190 -1.770
Sb -0.842 -0.863 -1.510
C -1.185 -0.823 0.651
C -0.628 -2.083 1.145
C 0.402 -2.175 2.093
C 0.738 -3.407 2.615
C 0.079 -4.547 2.165
C -0.846 -4.379 1.151
N -1.186 -3.205 0.656
Si -3.088 -1.114 0.744
C -4.172 0.430 0.386
C -3.823 -2.415 -0.477
C -3.545 -1.767 2.489
C 1.355 -0.348 -1.735
C 2.015 0.363 -0.593
C 3.404 0.436 -0.647
C 4.155 1.130 0.287
C 3.450 1.849 1.251
C 2.084 1.774 1.244
N 1.341 1.006 0.405
Si 1.565 0.800 -3.283
C 1.574 2.649 -2.818
C 0.312 0.498 -4.703
C 3.224 0.531 -4.223
Si 2.125 -2.083 -2.111
C 1.742 -3.365 -0.763
C 1.386 -2.774 -3.737
C 4.022 -2.331 -2.326
H -2.579 1.269 -1.491
H -1.416 1.525 -2.795
H -0.931 1.826 -1.126
H 0.916 -1.280 2.410
H 1.512 -3.488 3.366
H 0.294 -5.525 2.571
H -1.349 -5.230 0.702
H -4.499 0.454 -0.649
H -3.644 1.351 0.590
H -5.060 0.420 1.008
H -3.572 -2.170 -1.507
H -4.905 -2.466 -0.397
H -3.418 -3.397 -0.269
H -3.197 -1.110 3.279
H -3.096 -2.741 2.657
H -4.621 -1.872 2.590
H 3.902 -0.050 -1.465
H 5.232 1.150 0.238
H 3.957 2.469 1.976
H 1.513 2.391 1.928
H 0.583 3.043 -2.628
H 2.007 3.235 -3.624
H 2.169 2.834 -1.929
H -0.716 0.680 -4.417
H 0.366 -0.519 -5.068
H 0.542 1.160 -5.533
H 4.095 0.747 -3.612
H 3.267 1.190 -5.086
H 3.317 -0.484 -4.591
H 0.701 -3.661 -0.805
H 1.939 -2.971 0.228
H 2.349 -4.255 -0.892
H 0.303 -2.686 -3.739
H 1.633 -3.825 -3.838
H 1.769 -2.266 -4.614
H 4.535 -2.289 -1.370
H 4.496 -1.620 -2.991
H 4.195 -3.321 -2.739
Br -0.361 0.561 7.832
C -0.331 0.653 5.913
C 0.880 0.589 5.251
C 0.890 0.681 3.869
C -0.276 0.829 3.099
C -1.471 0.846 3.830
C -1.516 0.774 5.213
H 1.803 0.475 5.807
H 1.865 0.625 3.390
H -2.410 0.927 3.297
H -2.459 0.819 5.743
F 0.670 3.713 -0.091
C -0.668 3.892 0.130
C -1.267 3.066 1.082
C -2.595 3.426 1.315
F -3.276 2.794 2.315
C -3.286 4.416 0.631
F -4.576 4.697 0.925
C -2.643 5.134 -0.372
F -3.307 6.063 -1.097
C -1.296 4.880 -0.607
F -0.628 5.599 -1.538
*
```

Output
gap between HOMO and LUMO (spin up / spin down)	0.2200 / 0.1832	Ha
E_LUMO (spin up / spin down)	2.477 / 2.478	eV
HOMO energy (spin up / spin down)	-3.509 / -2.508	eV

No. 4
DFT (ωB97M-V with the def2-TZVPD basis set) results for C34H42N4P2Sr as an isolated structure.

Geometry as ORCA input:
```
! RIJCOSX wB97M-V def2-TZVPD def2/J DEFGRID3
* xyz 0 1
Sr 0.898 -2.957 -0.367
C 0.551 -4.570 -3.123
C -0.506 -3.724 -3.262
C -1.920 -4.057 -2.933
C -2.115 -4.838 -1.584
C -1.080 -4.578 -0.527
C 0.011 -5.394 -0.241
C 0.686 -6.326 -1.221
C 0.499 -6.038 -2.727
C 1.018 1.770 2.852
H 1.494 -4.274 -3.631
H -0.374 -2.875 -3.947
H -2.397 -4.675 -3.723
H -2.506 -3.114 -2.896
H -3.064 -4.462 -1.157
H -2.298 -5.903 -1.780
H -1.360 -3.778 0.215
H 0.484 -5.344 0.765
H 0.396 -7.386 -1.042
H 1.783 -6.343 -1.023
H 1.393 -6.455 -3.231
H -0.329 -6.624 -3.171
H 1.905 1.657 2.218
H 1.353 1.545 3.868
H 0.770 2.814 2.863
P -0.481 0.534 1.790
P -0.557 1.773 -1.084
N 0.176 -1.129 2.086
N -1.879 0.697 2.985
N 0.613 0.429 -1.714
N -1.053 2.454 -2.602
C -1.639 -0.284 0.428
C -1.983 0.688 -0.713
C 1.466 -1.268 2.570
C 1.535 -2.370 3.391
C 0.294 -3.069 3.265
C -0.537 -2.291 2.474
C -1.699 1.175 4.275
C -2.935 1.414 4.854
C -3.929 1.083 3.894
C -3.254 0.678 2.754
C 1.957 0.701 -1.752
C 2.661 -0.374 -2.221
C 1.708 -1.376 -2.525
C 0.454 -0.846 -2.210
C -1.214 1.972 -3.909
C -1.658 3.004 -4.737
C -1.775 4.183 -3.900
C -1.397 3.826 -2.624
H -2.547 -0.675 0.908
H -1.213 -1.226 0.003
H -2.269 0.128 -1.623
H -2.843 1.345 -0.432
H 2.129 -0.443 2.378
H 2.372 -2.669 4.031
H 0.027 -4.014 3.729
H -1.588 -2.390 2.234
H -0.700 1.356 4.652
H -3.124 1.818 5.844
H -4.991 1.153 3.990
H -3.683 0.416 1.818
H 2.278 1.712 -1.502
H 3.724 -0.441 -2.448
H 1.928 -2.392 -2.750
H -0.532 -1.232 -2.500
H -1.057 0.937 -4.127
H -1.867 2.949 -5.796
H -2.094 5.170 -4.240
H -1.408 4.387 -1.706
C 1.827 4.081 -0.008
C 2.262 5.024 0.902
C 3.677 5.347 0.922
C 4.220 6.214 1.869
C 3.390 6.817 2.842
C 1.991 6.567 2.814
C 1.443 5.682 1.895
H 2.526 3.677 -0.733
H 0.775 3.773 -0.101
H 4.322 4.817 0.229
H 5.301 6.445 1.846
H 3.829 7.501 3.602
H 1.340 7.088 3.542
H 0.389 5.407 1.945
*
```

Output
energy relative to the best compared isomer or geometry (same formula, charge and spin)	0.0	kJ/mol
gap between HOMO and LUMO (spin up / spin down)	0.1698 / 0.1642	Ha
E_LUMO (spin up / spin down)	-0.669 / -0.611	eV
HOMO energy (spin up / spin down)	-5.289 / -5.079	eV

No. 5
DFT (ωB97M-V with the def2-TZVPD basis set) results for C34H43As2N2NiSSb as an isolated structure.

Geometry as ORCA input:
```
! RIJCOSX wB97M-V def2-TZVPD def2/J DEFGRID3
* xyz 2 3
Ni -0.136 0.273 0.172
C -1.322 0.134 -3.539
As -1.758 0.226 -1.649
C -3.108 -1.161 -1.496
C -2.700 1.912 -1.451
C -3.315 2.521 -2.537
C -3.935 3.755 -2.388
C -3.946 4.381 -1.151
C -3.343 3.773 -0.059
C -2.718 2.541 -0.204
As -1.868 1.648 1.285
C -1.581 3.015 2.636
C -3.323 0.653 2.101
H -2.236 0.062 -4.126
H -0.713 -0.750 -3.717
H -0.762 1.015 -3.842
H -4.039 -0.823 -1.949
H -3.269 -1.419 -0.452
H -2.751 -2.046 -2.023
H -3.313 2.047 -3.511
H -4.410 4.224 -3.239
H -4.429 5.342 -1.034
H -3.361 4.272 0.903
H -2.544 3.350 3.018
H -1.040 3.856 2.211
H -1.009 2.586 3.457
H -4.175 1.323 2.211
H -3.009 0.292 3.080
H -3.607 -0.196 1.484
C 4.256 3.404 -0.794
C 5.076 2.157 -0.597
C 6.467 2.271 -0.604
C 7.297 1.178 -0.427
C 6.751 -0.081 -0.234
C 5.375 -0.219 -0.216
C 4.540 0.882 -0.403
Sb 2.506 0.259 -0.424
C 2.379 -0.311 -2.478
C 3.002 0.507 -3.421
C 2.981 0.183 -4.767
C 2.353 -0.984 -5.178
C 1.759 -1.817 -4.243
C 1.760 -1.499 -2.886
C 1.129 -2.457 -1.905
C 1.298 2.063 -0.531
C 0.754 2.487 -1.748
C 0.216 3.755 -1.888
C 0.250 4.626 -0.809
C 0.796 4.222 0.402
C 1.315 2.942 0.572
C 1.922 2.538 1.887
H 4.875 4.196 -1.210
H 3.856 3.772 0.153
H 3.416 3.248 -1.469
H 6.903 3.250 -0.759
H 8.370 1.310 -0.443
H 7.387 -0.945 -0.098
H 4.954 -1.209 -0.065
H 3.525 1.403 -3.104
H 3.468 0.827 -5.487
H 2.341 -1.256 -6.224
H 1.295 -2.740 -4.568
H 0.697 -3.313 -2.422
H 0.334 -1.986 -1.320
H 1.868 -2.836 -1.194
H 0.793 1.823 -2.602
H -0.202 4.070 -2.835
H -0.139 5.631 -0.912
H 0.842 4.926 1.224
H 1.871 3.349 2.611
H 2.977 2.268 1.776
H 1.406 1.673 2.320
S -0.794 -1.506 1.525
C 0.313 -2.824 1.557
N -0.094 -4.084 1.608
C 1.014 -5.034 1.729
C 2.236 -4.095 1.835
N 1.638 -2.773 1.620
H -1.064 -4.340 1.539
H 1.062 -5.674 0.850
H 0.893 -5.658 2.612
H 2.983 -4.311 1.073
H 2.709 -4.144 2.815
H 2.118 -1.897 1.730
*
```

Output
energy relative to the best compared isomer or geometry (same formula, charge and spin)	71.2	kJ/mol
gap between HOMO and LUMO (spin up / spin down)	0.3018 / 0.2566	Ha
E_LUMO (spin up / spin down)	-5.136 / -6.614	eV
HOMO energy (spin up / spin down)	-13.348 / -13.596	eV